Here is a structure of composition ClH10Na2O9 at a distorted geometry from OMol25. Energies are from ωB97M-V/def2-TZVPD.

XYZ file:
```
22
Properties=species:S:1:pos:R:3:forces:R:3:mulliken_charge:R:1
Na -0.870237 -3.283316 1.969855 0.371 0.084 -0.124 0.917
Na -4.074807 0.813394 0.617765 0.237 0.118 -0.070 0.965
Cl -0.101847 -0.504816 0.724335 -0.966 -0.298 0.033 1.588
O -0.472207 -1.728766 0.037825 -0.275 -0.207 0.383 -0.695
O 0.901343 0.148024 -0.040455 1.617 0.551 -0.305 -0.550
O -1.207417 0.398594 0.792225 -1.403 0.330 -0.053 -0.560
O 0.294553 -0.828556 2.063535 0.469 -0.391 0.142 -0.728
O 0.179443 1.763974 3.851155 -0.022 0.246 -0.291 -0.603
H 0.345343 0.989134 3.314185 0.124 -0.289 -0.023 0.319
H -0.470397 1.476784 4.492605 -0.098 0.031 0.336 0.306
O 1.274453 3.161714 0.352505 -0.461 0.644 0.085 -0.278
H 2.177643 3.293274 0.064105 1.034 0.498 -0.041 0.396
H 1.094633 2.240334 0.165545 -0.455 -1.327 0.035 0.388
O 3.573643 0.475114 -1.592615 0.804 0.369 -0.073 -0.284
H 2.851283 1.004514 -1.930495 -0.609 0.438 -0.683 0.376
H 3.163903 -0.112986 -0.958195 -0.349 -0.829 0.704 0.407
O -1.348027 0.156664 -2.676215 -0.259 -0.041 0.016 -0.602
H -1.101557 -0.317916 -1.882325 0.196 -0.320 0.097 0.329
H -1.255717 1.080204 -2.442145 0.037 0.329 -0.112 0.303
O -1.359787 -3.655816 -2.387515 0.213 -0.103 0.220 -0.581
H -1.598307 -3.286006 -1.537465 -0.038 0.128 0.074 0.259
H -1.995937 -3.283536 -2.998215 -0.168 0.038 -0.350 0.328
```
Positions in Å, forces in eV/Å.

Values from the calculation:
Charge   +2
Energy relative to the best compared isomer or geometry (same formula, charge and spin)   0.0 kcal/mol
Lowest unoccupied orbital energy (spin up / spin down)   -0.2743 / -0.5055 hartree
DFT total energy   -39919.2327 eV
Multiplicity   2

Here is the ion C3H8NO2 with charge -1 at a distorted geometry from OMol25. Energies are from ωB97M-V/def2-TZVPD.

XYZ file:
```
14
Properties=species:S:1:pos:R:3:forces:R:3:mulliken_charge:R:1
C 1.017846 -1.077462 -0.172509 1.230 -0.080 -0.988 -0.554
O 1.587609 -1.708391 0.837564 -0.518 -0.296 0.469 -0.831
C 0.301025 0.291946 0.205873 1.002 -1.082 -1.480 0.109
C -1.083694 -0.112885 0.613092 -0.866 -0.691 0.407 -0.547
O -2.062835 0.919680 0.885744 1.222 0.517 0.497 -0.532
N 0.221086 1.231814 -0.919106 -0.083 0.560 -0.688 -0.633
H 1.821083 -0.871717 -1.000211 -0.713 0.628 0.401 0.181
H 0.252753 -1.630011 -0.798856 -0.143 -0.251 0.236 0.114
H 1.031976 0.618906 0.945907 -0.669 0.575 0.437 0.283
H -1.028190 -0.839750 1.434723 0.195 0.406 0.202 0.304
H -1.531390 -0.722145 -0.183167 0.163 0.342 -0.269 0.240
H -1.504949 1.662094 1.191606 -0.673 -0.337 -0.275 0.327
H -0.154354 0.762610 -1.743707 -0.499 -0.241 0.373 0.243
H 1.132035 1.475317 -1.296952 0.353 -0.049 0.677 0.296
```
Positions in Å, forces in eV/Å.

Values from the calculation:
Charge   -1
SMILES   N[C@H](C[O-])CO
Energy relative to the best compared isomer or geometry (same formula, charge and spin)   68.0 kcal/mol
Lowest unoccupied orbital energy   0.1487 hartree
DFT total energy   -8824.8452 eV

Here is a cluster of 2 separate species, C4H6N2O in total at a distorted geometry from OMol25. Energies are from ωB97M-V/def2-TZVPD.

XYZ file:
```
13
Properties=species:S:1:pos:R:3:forces:R:3:mulliken_charge:R:1
C 1.423208 1.208612 0.136487 -0.403 -0.573 0.659 -0.709
C 1.234901 0.501679 1.101750 1.142 2.622 -3.266 0.155
C -0.996388 -0.818917 -0.797018 0.843 -0.081 -0.433 0.418
C -0.939423 0.259488 -1.789722 -1.175 -1.909 0.337 -1.355
N -0.905762 -1.689643 -0.048517 -0.043 2.883 -2.126 0.553
N 0.954574 -0.056753 2.222503 -0.831 -0.467 1.259 -0.360
O -0.787541 -2.478055 0.805810 0.129 -2.780 2.425 -0.697
H 1.428270 1.899409 -0.659908 0.341 0.045 -0.332 0.463
H -1.193555 1.125303 -1.316770 -0.607 2.554 1.602 0.401
H -0.070626 0.491671 -2.334327 1.366 -0.640 -0.535 0.336
H -1.779512 0.082978 -2.407944 -0.651 -0.150 -1.323 0.336
H 0.010571 0.171580 2.498338 0.354 -0.956 0.949 0.239
H 1.621283 -0.697350 2.589318 -0.465 -0.549 0.784 0.220
```
Positions in Å, forces in eV/Å.

Values from the calculation:
SMILES   CC#[N+][O-].C#CN
Energy relative to the best compared isomer or geometry (same formula, charge and spin)   142.5 kcal/mol
Lowest unoccupied orbital energy   0.0283 hartree
DFT total energy   -9267.3232 eV

Here is the molecule C17H19NO5 from OMol25. Energies are from ωB97M-V/def2-TZVPD.

XYZ file:
```
42
Properties=species:S:1:pos:R:3:forces:R:3:mulliken_charge:R:1
C 3.795984 -4.704215 -0.509842 0.192 -0.184 0.015 -0.958
H 3.432711 -5.626854 -0.046489 0.010 0.043 -0.005 0.383
O 2.796683 -3.713188 -0.539948 -0.298 0.282 0.031 -0.375
C 2.279937 -3.278215 0.631086 -0.155 0.160 -0.040 1.017
C 2.657209 -3.708059 1.893377 0.023 -0.010 -0.278 -0.381
C 2.054501 -3.186617 3.036455 -0.081 0.077 0.115 -0.919
C 1.072334 -2.232556 2.944021 0.021 -0.018 -0.126 -0.908
C 0.666649 -1.775964 1.682884 0.421 -0.371 -0.382 1.025
C 1.267771 -2.297700 0.532500 0.098 -0.138 0.700 -0.077
O 0.909145 -1.896354 -0.708236 0.216 -0.205 -0.152 -0.490
C -0.054319 -0.960144 -0.933565 -0.250 0.335 -0.394 0.536
O -0.315788 -0.675549 -2.075822 0.100 -0.151 0.400 -0.624
C -0.688788 -0.372924 0.251370 0.026 -0.313 0.441 0.389
C -0.354815 -0.792566 1.490926 -0.186 0.302 -0.606 -0.510
H -0.859083 -0.385971 2.356287 -0.117 0.044 0.045 0.485
C -1.849102 0.557476 0.044324 0.119 -0.053 -0.026 0.283
O -2.933850 0.291392 0.532141 -0.167 -0.144 0.197 -0.666
N -1.626439 1.650553 -0.707000 -0.092 0.223 -0.063 0.202
C -0.341653 2.156572 -1.122684 0.200 0.362 0.098 -0.734
H 0.458449 1.513950 -0.757910 -0.025 0.074 -0.050 0.506
H -0.303778 2.184831 -2.217085 0.082 -0.010 0.042 0.126
C -0.148063 3.578578 -0.561643 0.454 -0.342 -0.051 0.419
C 1.139110 4.204603 -1.078489 -0.454 -0.103 0.173 -1.609
H 1.995256 3.605637 -0.781854 0.133 -0.048 0.022 0.400
H 1.103460 4.269695 -2.162179 0.037 0.000 -0.148 0.376
H 1.244450 5.207823 -0.676053 0.059 0.088 0.036 0.386
O -1.219042 4.415112 -0.939140 -0.006 0.142 -0.095 -0.380
C -2.468901 3.930836 -0.481665 -0.459 -0.170 -0.075 0.530
C -3.541539 4.916839 -0.918360 0.413 -0.235 0.148 -1.573
H -3.321160 5.900898 -0.515058 -0.025 0.104 0.038 0.372
H -3.558027 4.984057 -2.002522 -0.042 0.011 -0.143 0.358
H -4.514175 4.590875 -0.562283 -0.139 -0.006 0.029 0.401
C -2.725156 2.529078 -1.049346 -0.156 0.257 0.255 -1.187
H -3.639562 2.102099 -0.636402 0.072 0.082 -0.086 0.529
H -2.800409 2.588259 -2.140586 -0.030 0.038 0.011 0.312
H -2.443361 3.861830 0.620708 0.006 -0.028 -0.151 0.251
H -0.119646 3.509563 0.542385 -0.018 -0.013 -0.157 0.260
H 0.601109 -1.827657 3.825489 -0.055 0.046 0.114 0.444
H 2.371887 -3.545974 4.003180 0.021 -0.025 0.084 0.391
H 3.424636 -4.456632 2.005312 0.080 -0.072 -0.055 0.401
H 4.044854 -4.897793 -1.551588 0.015 -0.019 0.095 0.234
H 4.690055 -4.357312 0.018083 -0.046 -0.013 -0.009 0.378
```
Positions in Å, forces in eV/Å.

Values from the calculation:
SMILES   COc1cccc2cc(C(=O)N3C[C@@H](C)O[C@@H](C)C3)c(=O)oc12
Energy relative to the best compared isomer or geometry (same formula, charge and spin)   53.7 kcal/mol
Lowest unoccupied orbital energy   -0.0088 hartree
DFT total energy   -29665.0995 eV

Q: Which of these has the highest energy relative to the best compared isomer or geometry (same formula, charge and spin)?
A: C4H6N2O